{
  "formula": "C6H14O2",
  "method": "wB97M-V/def2-TZVPD",
  "species": ["O", "O", "C", "C", "C", "C", "C", "C", "H", "H", "H", "H", "H", "H", "H", "H", "H", "H", "H", "H", "H", "H"],
  "xyz": [[2.284, 2.709, -0.693], [-2.408, 0.170, -2.330], [-1.547, -0.698, -1.413], [2.052, -0.556, 0.041], [0.838, -0.498, 0.715], [0.450, -1.494, 1.761], [-0.290, 0.550, 0.475], [-1.622, -0.135, 0.052], [-2.039, -0.892, 0.700], [2.225, 0.302, -0.611], [-0.515, 1.161, 1.471], [-1.998, -1.684, -1.495], [2.971, -1.190, 0.135], [-0.496, -0.874, -2.083], [0.922, -2.422, 1.353], [0.156, 1.268, -0.276], [-2.911, 0.824, -1.930], [1.494, 3.222, -0.612], [2.541, 2.476, 0.166], [1.033, -1.238, 2.644], [-2.513, 0.489, 0.137], [-0.625, -1.491, 1.791]],
  "homo_ev": [1.022, -5.563],
  "total_energy_ev": -10540.156,
  "total_charge": -1,
  "largest_force_ev_per_a": 4.4,
  "s2": 0.751,
  "spin_multiplicity": 2,
  "homo_lumo_gap_ev": [2.7, 9.2]
}

=====

{
  "formula": "C6H14O2",
  "method": "wB97M-V/def2-TZVPD",
  "species": ["O", "O", "C", "C", "C", "C", "C", "C", "H", "H", "H", "H", "H", "H", "H", "H", "H", "H", "H", "H", "H", "H"],
  "xyz": [[2.117, -2.778, 0.662], [-0.717, -1.445, 4.949], [-0.091, 0.748, -0.709], [-0.678, 0.385, -2.062], [0.887, 1.789, -0.686], [-2.115, -0.166, -2.114], [-0.604, 0.227, 0.460], [2.017, 1.749, 0.110], [-0.050, -0.371, -2.532], [-2.331, -0.679, -3.050], [0.868, 2.537, -1.487], [-0.820, 1.306, -2.659], [2.756, -2.910, -0.062], [2.177, 1.072, 0.928], [-2.128, -1.028, -1.423], [-0.406, -0.541, 4.804], [2.155, -1.889, 1.006], [-0.425, 0.815, 1.358], [-2.896, 0.600, -2.103], [2.692, 2.604, -0.005], [-0.892, -1.676, 4.027], [-1.516, -0.348, 0.585]],
  "homo_ev": [0.119, -3.292],
  "total_energy_ev": -10541.475,
  "total_charge": -1,
  "largest_force_ev_per_a": 1.8,
  "s2": 0.761,
  "spin_multiplicity": 2,
  "homo_lumo_gap_ev": [3.7, 6.9]
}

=====

{
  "formula": "C6H14O2",
  "method": "wB97M-V/def2-TZVPD",
  "species": ["O", "O", "C", "C", "C", "C", "C", "C", "H", "H", "H", "H", "H", "H", "H", "H", "H", "H", "H", "H", "H", "H"],
  "xyz": [[-0.850, 3.016, 1.861], [2.038, 2.069, 3.027], [-0.187, -1.220, -2.540], [1.299, -1.065, -2.760], [0.043, -1.126, -0.036], [-0.493, -0.939, 1.317], [-1.472, -0.121, 1.660], [-0.642, -0.848, -1.126], [1.918, 2.060, 2.067], [-0.777, -0.603, -3.214], [-1.787, 2.807, 1.879], [1.848, -1.627, -3.508], [-2.126, 0.469, 1.018], [1.296, 1.465, 3.201], [-0.109, -1.560, 2.123], [-1.652, -0.471, -1.058], [1.893, -1.359, -1.885], [1.005, -1.615, -0.129], [-1.914, -0.063, 2.655], [-0.360, -2.286, -2.639], [-0.590, 3.035, 0.931], [1.619, -0.017, -2.845]],
  "homo_ev": -8.944,
  "total_energy_ev": -10542.157,
  "largest_force_ev_per_a": 2.3,
  "smiles": "C=C/C=C/CC.O.O",
  "spin_multiplicity": 1,
  "homo_lumo_gap_ev": 9.5
}